The following is a quantum chemistry calculation of C38H51F12N19O8S4Zn as an isolated structure, from the Open Molecules 2025 dataset.

Each line ends with the Mulliken charge.
Element x y z (Å)
Zn: 1.93537 2.03544 1.28314  -0.26
C: 5.89247 1.23248 0.02652  0.67
F: 6.43355 1.14165 -1.20811  -0.19
F: 5.05018 0.27243 0.19166  -0.29
F: 6.81246 1.03048 1.03740  -0.22
S: 4.83225 2.86573 0.15619  1.00
O: 5.82079 3.87916 0.42988  -0.61
O: 4.17686 3.00804 -1.15148  -0.55
N: 3.70142 2.59958 1.48568  0.38
S: 4.41302 3.12168 2.86209  0.82
O: 3.65298 2.84715 4.06077  -0.60
O: 5.81839 2.69360 3.01126  -0.60
C: 4.33296 5.03585 2.67788  0.67
F: 3.68055 5.36608 1.53904  -0.20
F: 3.62066 5.62416 3.59703  -0.21
F: 5.60085 5.55050 2.52420  -0.22
C: 0.59187 0.96780 -2.47214  0.55
F: -0.61559 1.47360 -2.50819  -0.06
F: 0.73504 0.11603 -3.45731  -0.13
F: 1.63255 1.80339 -2.64055  -0.14
S: 0.80836 -0.05356 -0.87901  -1.53
O: -0.02161 -1.28154 -0.97105  0.33
O: 2.25208 -0.34542 -0.72062  0.24
N: 0.49369 1.07418 0.43350  1.01
S: -1.09623 1.12659 0.47233  -0.34
O: -1.54650 2.43716 0.91513  -0.42
O: -1.89876 0.62721 -0.62803  -0.25
C: -1.43642 -0.07124 1.93275  0.48
F: -1.23769 0.57802 3.09857  -0.19
F: -2.74248 -0.39692 1.83084  -0.12
F: -0.63906 -1.19105 1.85194  -0.09
C: -6.06362 -1.65562 2.72174  -0.25
C: -7.13173 -0.72739 3.18962  0.10
N: -7.97129 -0.03237 3.58397  -0.41
H: -5.53402 -1.07469 1.96667  -0.06
H: -6.50027 -2.57700 2.33639  0.33
H: -5.44304 -1.81729 3.60314  0.30
C: -3.29518 4.42575 -5.64346  -0.90
C: -2.51533 4.38145 -4.39810  0.48
N: -1.91308 4.43449 -3.40867  -0.43
H: -3.66535 5.41443 -5.91473  0.31
H: -4.16941 3.77981 -5.56232  0.20
H: -2.91046 3.95507 -6.54820  0.30
C: 2.44940 -2.93703 -3.05355  0.32
C: 3.34663 -3.99904 -2.48978  0.21
N: 4.00794 -4.86635 -2.09619  -0.55
H: 3.02119 -2.01285 -3.13745  -0.19
H: 1.76314 -2.57285 -2.28901  -0.35
H: 2.01034 -3.08651 -4.03995  0.55
C: 4.92828 -0.75598 -5.51344  -0.78
C: 3.68396 -0.93412 -6.26916  0.53
N: 2.66996 -1.14016 -6.79866  -0.49
H: 5.60206 -0.14059 -6.10961  0.35
H: 5.47540 -1.60136 -5.09618  0.33
H: 4.67225 -0.27138 -4.57125  0.11
C: 2.37698 -2.98721 1.73146  0.93
C: 3.60003 -2.61937 2.43861  -0.04
N: 4.61998 -2.34341 2.93062  -0.64
H: 1.52674 -2.41046 2.09552  -0.48
H: 2.12631 -4.02004 1.97337  0.52
H: 2.64285 -2.76869 0.69721  -0.20
C: -1.03390 -2.83941 -7.76517  -0.98
C: -1.33569 -2.85341 -6.28855  0.38
N: -1.48373 -2.86675 -5.17589  -0.36
H: -0.33105 -3.63391 -8.01598  0.35
H: -0.56902 -1.92664 -8.13778  0.30
H: -1.94961 -3.01365 -8.33016  0.34
C: -3.47260 -0.18522 -6.38873  -0.44
C: -4.28043 0.79856 -7.06260  0.18
N: -4.90311 1.57728 -7.62700  -0.43
H: -2.44679 -0.00481 -6.71008  0.18
H: -3.65240 -1.24749 -6.55412  0.35
H: -3.55729 0.09141 -5.33783  0.16
C: -5.00638 3.18225 -0.97566  -0.23
C: -5.36347 2.92330 -2.30361  0.32
N: -5.67830 2.63549 -3.40769  -0.53
H: -5.53626 4.07401 -0.64085  0.36
H: -3.92687 3.28125 -0.86198  -0.01
H: -5.35133 2.29655 -0.44212  0.10
C: -0.35760 5.77960 -0.54856  -0.90
C: 0.74951 4.78690 -0.14699  0.26
N: 1.49702 3.97109 0.14680  0.02
H: 0.04913 6.66232 -1.04200  0.37
H: -0.86581 5.99109 0.39224  0.26
H: -1.11463 5.36581 -1.21474  0.14
C: 6.11866 -2.79978 -0.15807  -0.86
C: 5.94431 -2.34090 -1.54949  0.32
N: 5.82828 -2.03376 -2.58818  -0.22
H: 7.15206 -3.06007 0.07091  0.39
H: 5.62699 -3.73502 0.10968  0.30
H: 5.88326 -1.99048 0.53309  0.07
C: 0.01310 -5.18020 6.48484  -0.93
C: 0.89223 -4.69611 5.41975  0.53
N: 1.64885 -4.23996 4.62932  -0.44
H: 0.36990 -6.18370 6.71677  0.28
H: -1.04084 -5.14187 6.20945  0.29
H: 0.04119 -4.58217 7.39571  0.30
C: 2.13882 -0.66490 5.03253  -1.14
C: 2.12869 -0.04608 3.67741  0.21
N: 2.21076 0.47005 2.66257  0.51
H: 2.55849 -1.66857 4.96461  0.26
H: 1.12053 -0.72753 5.41627  0.31
H: 2.68851 -0.06551 5.75825  0.22
C: -6.77542 -0.48631 -1.64101  -0.41
C: -7.54392 0.70742 -1.26594  0.28
N: -8.21179 1.65324 -1.01089  -0.43
H: -5.71366 -0.24083 -1.66307  -0.02
H: -6.98924 -0.96337 -2.59746  0.33
H: -6.81760 -1.26203 -0.87644  0.27
C: -2.13409 -3.23590 -1.50179  -0.09
C: -1.17247 -4.27831 -0.97772  0.46
N: -0.49837 -5.15607 -0.63582  -0.60
H: -1.74995 -2.79298 -2.42067  0.04
H: -2.44895 -2.52330 -0.73944  -0.20
H: -3.14432 -3.49872 -1.81556  0.44
C: -1.35089 -4.65691 2.61499  -0.53
C: -2.47526 -3.89816 2.08002  0.40
N: -3.33666 -3.20094 1.70398  -0.43
H: -0.42601 -4.08063 2.63966  -0.06
H: -1.10407 -5.51192 1.98559  0.41
H: -1.73751 -4.98743 3.57902  0.23
C: -1.30184 4.12275 4.07943  -1.25
C: -0.06787 3.51542 3.51360  0.51
N: 0.85776 3.00071 2.99300  -0.07
H: -1.82948 4.42443 3.17463  0.29
H: -1.03506 5.05617 4.57506  0.37
H: -1.92009 3.46210 4.68723  0.34
C: 0.80737 0.84696 8.37083  -0.83
C: 0.05435 1.52279 7.26820  0.40
N: -0.59327 2.03693 6.44442  -0.41
H: 0.85520 1.44932 9.27801  0.36
H: 1.77374 0.55707 7.95829  0.23
H: 0.16152 0.05195 8.74356  0.29

Properties
* M: 1323.58 g mol⁻¹
* 2S+1: 1
* charge: 0
* HOMO level: -10.672 eV
* Kohn-Sham gap: 10.198 eV

The following is a quantum chemistry calculation of a 7-piece molecular cluster, C24H63N5O13S2 overall, from the Open Molecules 2025 dataset.

Each line ends with the Mulliken charge.
Element x y z (Å)
C: 1.26370 -5.58714 2.01193  -1.33
C: 1.22929 -4.12177 2.35236  0.98
C: 2.26092 -3.75033 3.36996  -1.16
O: 2.17157 -2.40753 3.81474  -0.24
C: 3.29037 -2.02117 4.65033  -0.92
N: 1.32457 -3.21924 1.20530  -0.18
H: 2.22449 -5.95430 1.51687  0.30
H: 0.46584 -5.85108 1.26322  0.04
H: 1.15957 -6.23493 2.90600  0.50
H: 0.23589 -4.08651 2.92927  0.03
H: 3.22964 -3.97422 2.91296  0.34
H: 2.15947 -4.45203 4.16492  0.48
H: 3.47308 -2.67695 5.45771  0.41
H: 2.84584 -1.12826 5.19489  0.21
H: 4.17241 -1.76545 4.18524  0.38
H: 1.97462 -3.57362 0.53786  0.23
H: 1.61562 -2.23485 1.44708  0.06
C: -3.77737 -6.94706 -2.01496  -1.46
C: -2.56779 -6.29104 -1.25775  1.02
C: -3.09805 -5.04648 -0.64634  -1.08
O: -1.96408 -4.49557 -0.00354  -0.08
C: -2.32158 -3.26202 0.60069  -0.65
N: -2.14696 -7.28142 -0.27284  -0.63
H: -4.65549 -7.17708 -1.35640  0.32
H: -3.44177 -7.93754 -2.39555  0.39
H: -4.01959 -6.44691 -2.94890  0.41
H: -1.81925 -6.01445 -1.97550  -0.21
H: -3.83564 -5.31507 0.08109  0.46
H: -3.49945 -4.40128 -1.41564  0.45
H: -1.38233 -2.88837 1.08231  -0.03
H: -3.18549 -3.45281 1.25160  0.34
H: -2.72111 -2.56426 -0.11826  0.35
H: -1.72931 -8.03050 -0.74499  0.23
H: -1.69529 -6.94598 0.52300  0.18
C: -0.36974 0.82737 1.50591  -1.44
C: 0.92726 1.48415 1.95116  0.96
C: 1.31361 2.67750 1.06975  -0.09
O: 2.65229 3.11529 1.33737  -0.39
C: 2.96482 4.24966 0.58789  -0.63
N: 0.79673 1.92062 3.31533  -0.75
H: -1.22555 1.50256 1.59868  0.31
H: -0.57070 -0.14121 1.99817  0.32
H: -0.36289 0.53357 0.46362  0.33
H: 1.79248 0.81343 1.84532  0.06
H: 0.56155 3.51922 1.26149  0.22
H: 1.09779 2.35012 0.02395  -0.20
H: 3.97560 4.50602 0.86179  0.27
H: 2.30582 5.11011 0.86129  0.27
H: 2.81833 4.01163 -0.40523  0.25
H: 1.55379 2.58448 3.37181  0.30
H: 0.87476 1.18823 4.00708  0.23
C: 1.24822 0.20382 -3.87400  -1.49
C: 2.01480 1.28224 -3.06378  0.76
C: 3.02373 0.67869 -2.05904  -0.24
O: 3.98001 1.69966 -1.71547  -0.34
C: 4.92515 1.25004 -0.75049  -0.73
N: 2.69092 2.14642 -4.00337  -0.75
H: 1.93700 -0.47222 -4.38745  0.37
H: 0.71301 0.65374 -4.65072  0.46
H: 0.58999 -0.34429 -3.15838  0.21
H: 1.20924 1.93489 -2.59634  -0.25
H: 3.53564 -0.11157 -2.64931  0.35
H: 2.55830 0.28668 -1.16058  0.25
H: 5.66430 2.03758 -0.51834  0.24
H: 5.51680 0.50061 -1.26875  0.37
H: 4.37735 0.89935 0.11979  0.21
H: 3.50102 1.62338 -4.36059  0.29
H: 3.08959 3.04251 -3.63331  0.30
C: -2.39258 3.00705 -3.23248  -1.50
C: -3.14654 3.32793 -1.99362  0.87
C: -2.91438 4.77653 -1.52676  -0.91
O: -1.67418 4.81997 -0.80465  -0.14
C: -1.32824 6.17491 -0.72460  -0.65
N: -4.55351 3.24232 -2.25400  -0.73
H: -1.34486 3.10587 -3.06879  0.29
H: -2.68382 3.64569 -4.05936  0.37
H: -2.69653 2.04881 -3.54397  0.46
H: -2.90554 2.69704 -1.12635  0.11
H: -3.65246 5.04518 -0.80232  0.40
H: -2.96951 5.45392 -2.42616  0.29
H: -1.14182 6.68030 -1.70798  0.31
H: -0.44319 6.25164 -0.08456  0.09
H: -2.16619 6.70280 -0.19594  0.25
H: -5.09243 3.38162 -1.39530  0.25
H: -4.74719 2.36655 -2.69158  0.22
C: -2.94363 7.33385 4.81916  -0.31
C: -2.13575 6.28305 3.89151  -0.25
O: -2.87299 6.30655 2.64315  -0.18
S: -4.08709 7.30926 2.62729  1.10
O: -5.18462 6.52955 2.12138  -0.58
O: -3.68818 8.50620 1.90369  -0.57
O: -4.19349 7.54076 4.14473  -0.30
H: -2.53864 8.29279 4.91774  0.29
H: -3.22141 6.93583 5.80936  0.24
H: -2.11289 5.31444 4.35056  0.30
H: -1.15067 6.65636 3.63154  0.27
C: 0.97563 -4.35137 -2.05346  0.33
C: 1.21388 -5.12775 -3.38193  -0.34
O: 2.61048 -4.99872 -3.72256  -0.36
S: 3.39618 -4.21714 -2.58276  0.96
O: 3.64838 -2.90881 -3.06581  -0.45
O: 4.51245 -4.99715 -2.12224  -0.60
O: 2.29254 -4.27431 -1.43988  -0.26
H: 0.26507 -4.78199 -1.28557  -0.11
H: 0.56050 -3.34967 -2.38911  0.00
H: 0.57620 -4.61581 -4.12698  0.32
H: 1.01367 -6.14107 -3.28525  0.34

Properties
* M: 693.92 g mol⁻¹
* 2S+1: 1
* charge: 0
* HOMO level: -8.889 eV
* Kohn-Sham gap: 9.243 eV

What did we get for DFT total energy? Answer: -7691.06698, -3000.26697 hartree, in the order shown.
What did we get for E_LUMO? Answer: -0.017, 0.013 Ha, in the order shown.
What did we get for max |F|? Answer: 9.69, 4.80 eV Å⁻¹, in the order shown.